1.
The following is a DFT calculation (ωB97M-V/def2-TZVPD) of C28H50Cu2FHgO11 as an isolated structure.

Its electronic energy is -5457.00436 hartree. For the LUMO energy, the calculation gives -0.57520 Eh. Its spin multiplicity is 2. As for the HOMO-LUMO gap: 2.12 eV. The value obtained for the molar mass is 909.4 g mol⁻¹. As for the net charge: +4. The value obtained for the HOMO energy is -17.772 eV.

Element x y z (Å)
Cu: -2.01 -3.11 -0.84
Cu: 1.15 -4.27 -0.45
Hg: -1.03 -4.05 2.47
C: 0.35 -0.54 -0.55
C: 0.32 -1.31 0.80
O: -0.41 -2.51 0.82
H: 0.70 -1.09 -1.42
H: 0.83 0.44 -0.51
H: -0.67 -0.34 -0.88
H: 0.01 -0.66 1.62
H: 1.35 -1.59 1.04
O: 1.07 3.56 -4.52
C: 0.81 2.91 -3.52
O: -0.19 3.04 -2.71
C: -1.28 3.88 -3.08
C: -1.28 5.25 -2.32
C: 1.77 1.82 -3.08
H: -2.18 3.33 -2.81
H: -1.30 4.03 -4.16
H: -1.62 5.12 -1.29
H: -1.97 5.88 -2.88
H: -0.32 5.76 -2.35
H: 1.64 1.45 -2.06
H: 2.78 2.21 -3.22
H: 1.66 0.99 -3.77
O: 0.74 -3.25 3.99
C: 1.64 -3.46 4.82
O: 2.76 -2.75 5.00
C: 3.13 -1.69 4.15
C: 3.89 -2.04 2.92
C: 1.52 -4.69 5.69
H: 3.83 -1.08 4.73
H: 2.31 -1.01 3.93
H: 4.34 -1.25 2.33
H: 3.27 -2.53 2.17
H: 4.64 -2.78 3.20
H: 1.77 -5.60 5.15
H: 0.51 -4.80 6.09
H: 2.18 -4.64 6.56
O: 3.47 -3.05 -0.25
C: 4.55 -2.56 -0.69
O: 4.74 -1.32 -1.17
C: 3.76 -0.35 -1.04
C: 4.41 0.98 -1.22
C: 5.84 -3.37 -0.55
H: 3.24 -0.41 -0.09
H: 2.95 -0.43 -1.77
H: 5.41 0.92 -0.80
H: 3.81 1.70 -0.66
H: 4.58 1.44 -2.19
H: 6.26 -3.71 -1.50
H: 5.70 -4.31 -0.02
H: 6.59 -2.87 0.05
O: -1.91 -2.13 3.51
C: -2.50 -1.04 3.76
O: -2.95 -0.57 4.91
C: -2.76 -1.25 6.09
C: -2.83 -0.24 7.24
C: -2.77 -0.02 2.65
H: -1.82 -1.79 6.16
H: -3.57 -1.98 6.22
H: -3.78 0.28 7.17
H: -2.03 0.51 7.23
H: -2.78 -0.81 8.17
H: -1.99 0.72 2.51
H: -3.68 0.57 2.75
H: -2.88 -0.55 1.71
O: -2.77 0.93 -6.15
C: -1.55 1.16 -6.05
O: -0.77 0.69 -5.05
C: -1.35 -0.10 -4.00
C: -1.83 -1.44 -4.47
C: -0.84 2.18 -6.93
H: -2.12 0.54 -3.57
H: -0.69 -0.18 -3.13
H: -1.06 -2.13 -4.82
H: -2.48 -1.36 -5.34
H: -2.38 -2.06 -3.76
H: -1.55 2.99 -7.06
H: -0.54 1.75 -7.89
H: 0.00 2.75 -6.51
F: -4.77 4.71 0.84
C: -4.17 3.73 0.18
C: -4.82 3.15 -0.91
C: -4.29 1.96 -1.42
C: -3.15 1.43 -0.90
C: -2.45 2.05 0.08
C: -2.88 3.31 0.54
H: -5.84 3.41 -1.17
H: -4.88 1.47 -2.18
H: -2.70 0.54 -1.31
H: -1.56 1.63 0.52
H: -2.35 3.91 1.27



2.
The following is a DFT calculation (ωB97M-V/def2-TZVPD) of an isolated ion of composition C28H50F3N2OSi and charge +1.

Its electronic energy is -1870.54340 hartree. For the LUMO energy, the calculation gives -0.08511 Eh. As for the HOMO-LUMO gap: 8.58 eV. Its structure (SMILES) is CCCCC[C@@]1(OCC)C[N@@H+](CCCCCCCC[Si](C)(C)c2ccccc2)C[C@@H](C(F)(F)F)N1. The value obtained for the molar mass is 515.8 g mol⁻¹. As for the net charge: +1. The value obtained for the HOMO energy is -10.901 eV.

Element x y z (Å)
C: 4.13 5.11 0.00
C: 4.71 3.91 0.77
C: 5.30 2.83 -0.14
C: 5.49 1.51 0.61
C: 5.60 0.25 -0.28
C: 4.32 -0.59 -0.44
O: 4.67 -1.79 -1.14
C: 4.73 -1.70 -2.56
C: 3.43 -2.14 -3.22
C: 3.89 -1.12 0.92
N: 2.41 -1.14 1.18
C: 2.04 -1.65 2.54
C: 0.80 -2.54 2.46
C: -0.51 -1.78 2.31
C: -1.75 -2.68 2.43
C: -2.80 -2.40 1.34
C: -4.24 -2.26 1.87
C: -5.29 -2.79 0.90
C: -5.20 -2.12 -0.48
Si: -6.02 -0.42 -0.62
C: -7.30 -0.39 -2.00
C: -6.93 0.08 0.96
C: -4.74 0.90 -1.04
C: -4.31 1.03 -2.38
C: -3.39 2.01 -2.76
C: -2.85 2.86 -1.78
C: -3.27 2.75 -0.45
C: -4.21 1.79 -0.08
C: 1.90 0.23 0.89
C: 2.00 0.39 -0.61
C: 1.39 1.73 -1.02
F: 1.64 2.68 -0.13
F: 0.07 1.59 -1.09
F: 1.83 2.13 -2.19
N: 3.33 0.19 -1.15
H: 4.72 6.01 0.12
H: 3.15 5.36 0.40
H: 3.98 4.88 -1.05
H: 5.47 4.23 1.47
H: 3.91 3.49 1.39
H: 4.63 2.74 -0.99
H: 6.25 3.21 -0.51
H: 4.72 1.43 1.37
H: 6.43 1.58 1.15
H: 6.40 -0.39 0.07
H: 5.89 0.59 -1.27
H: 5.51 -2.40 -2.85
H: 5.06 -0.73 -2.92
H: 2.62 -1.94 -2.52
H: 3.42 -3.21 -3.41
H: 3.21 -1.57 -4.11
H: 4.35 -0.59 1.75
H: 4.22 -2.15 1.01
H: 1.98 -1.73 0.47
H: 2.87 -2.26 2.88
H: 1.89 -0.81 3.21
H: 0.81 -3.16 3.36
H: 0.89 -3.23 1.63
H: -0.54 -1.32 1.33
H: -0.55 -0.99 3.07
H: -1.44 -3.72 2.36
H: -2.22 -2.54 3.40
H: -2.79 -3.20 0.60
H: -2.55 -1.48 0.80
H: -4.43 -1.19 1.99
H: -4.34 -2.71 2.85
H: -6.27 -2.61 1.33
H: -5.18 -3.87 0.81
H: -4.16 -1.99 -0.78
H: -5.65 -2.75 -1.24
H: -6.94 -0.81 -2.93
H: -8.20 -0.90 -1.68
H: -7.56 0.65 -2.18
H: -7.25 1.11 0.90
H: -6.33 -0.09 1.85
H: -7.81 -0.55 1.04
H: -4.70 0.37 -3.14
H: -3.09 2.11 -3.79
H: -2.13 3.61 -2.05
H: -2.87 3.43 0.30
H: -4.56 1.71 0.94
H: 2.45 0.96 1.46
H: 0.85 0.32 1.17
H: 1.32 -0.35 -1.05
H: 3.72 1.00 -1.60



3.
The following is a DFT calculation (ωB97M-V/def2-TZVPD) of a 2-piece molecular cluster, C28H51B2F3IN4O9P overall.

Its electronic energy is -2981.60197 hartree. For the LUMO energy, the calculation gives -0.15398 Eh. As for the HOMO-LUMO gap: 4.04 eV. The value obtained for the molar mass is 824.2 g mol⁻¹. The value obtained for the HOMO energy is -8.228 eV.

Element x y z (Å)
C: 6.48 3.28 0.41
C: 5.63 2.37 -0.30
C: 4.57 1.11 -0.60
C: 5.55 -0.02 -1.27
C: 4.86 -1.41 -1.76
C: 4.07 -1.35 -3.20
C: 2.83 -2.46 -3.23
C: 1.42 -1.84 -3.84
C: 0.13 -2.48 -2.99
C: -1.30 -1.79 -3.36
C: -1.82 -0.65 -2.29
C: -3.23 0.02 -2.88
C: -3.30 1.65 -2.72
C: -3.35 2.19 -1.17
C: -4.12 3.64 -0.98
O: -5.13 3.60 0.11
C: -6.33 2.84 -0.31
N: 3.67 1.60 -1.71
B: 3.92 3.02 -2.13
N: 3.31 4.29 -1.57
O: 4.85 3.21 -3.30
C: 2.22 1.25 -1.52
N: 1.14 2.08 -1.81
N: 1.97 -0.19 -1.02
C: 2.34 -0.16 0.46
F: 2.45 -1.62 0.86
C: 1.02 0.37 1.26
O: 0.98 -0.05 2.71
C: -0.40 -0.36 3.10
C: -0.88 -1.90 2.80
O: -2.13 -2.30 3.53
C: -3.30 -2.21 2.64
C: -3.57 -3.60 1.76
C: 3.76 0.63 0.77
C: 3.64 1.81 1.91
C: 2.90 3.19 1.45
P: 4.87 -0.72 1.65
O: 6.48 -0.08 1.96
I: 4.02 -1.28 3.89
H: 7.11 4.16 0.85
H: 6.54 -0.25 -0.64
H: 5.97 0.49 -2.26
H: 5.77 -2.18 -1.93
H: 4.15 -1.94 -1.00
H: 4.84 -1.75 -4.03
H: 3.75 -0.28 -3.55
H: 2.56 -2.88 -2.16
H: 3.19 -3.41 -3.86
H: 1.35 -0.67 -3.75
H: 1.33 -2.25 -4.93
H: 0.33 -2.48 -1.81
H: 0.03 -3.63 -3.27
H: -2.14 -2.64 -3.35
H: -1.22 -1.30 -4.43
H: -1.03 0.20 -2.10
H: -2.10 -1.14 -1.24
H: -4.20 -0.42 -2.37
H: -3.34 -0.21 -4.04
H: -2.43 2.23 -3.30
H: -4.30 2.00 -3.23
H: -2.22 2.39 -0.85
H: -3.83 1.44 -0.41
H: -4.69 3.99 -1.95
H: -3.36 4.50 -0.67
H: -6.58 3.00 -1.46
H: -6.08 1.70 -0.08
H: -7.30 3.14 0.27
H: 3.08 4.96 -2.35
H: 4.04 4.78 -0.99
H: 5.42 4.03 -3.07
H: 0.71 2.74 -1.11
H: 0.77 2.11 -2.81
H: 0.98 -0.48 -1.17
H: 0.10 -0.23 0.80
H: 0.75 1.50 1.10
H: -1.10 0.40 2.53
H: -0.54 -0.19 4.27
H: -1.11 -2.12 1.66
H: -0.07 -2.70 3.14
H: -3.25 -1.28 1.93
H: -4.26 -2.11 3.34
H: -3.27 -4.55 2.38
H: -2.85 -3.53 0.84
H: -4.70 -3.63 1.38
H: 4.72 2.14 2.31
H: 3.08 1.46 2.90
H: 3.72 4.02 1.22
H: 2.28 3.60 2.38
H: 2.13 3.09 0.57
H: 6.49 0.93 1.92
B: -6.24 -4.13 6.67
O: -6.06 -4.62 5.30
C: -6.62 -3.71 4.48
O: -6.65 -3.82 3.26
C: -7.17 -2.63 5.25
O: -7.75 -1.65 4.81
O: -6.96 -2.85 6.55
F: -4.94 -3.92 7.30
F: -7.02 -5.08 7.44



4.
The following is a DFT calculation (ωB97M-V/def2-TZVPD) of a 14-piece molecular cluster, C28H51BCl27N3O9P2 overall.

Its electronic energy is -15071.62053 hartree. For the LUMO energy, the calculation gives 0.00124 Eh. As for the HOMO-LUMO gap: 8.39 eV. The value obtained for the molar mass is 1603.7 g mol⁻¹. The value obtained for the HOMO energy is -8.357 eV.

Element x y z (Å)
C: 0.77 3.73 1.60
C: 1.88 3.05 0.73
O: 3.02 3.16 1.15
N: 1.70 2.37 -0.54
C: 0.69 3.15 -1.29
C: 1.43 0.93 -0.43
N: 1.71 0.55 0.98
C: -0.13 0.55 -0.57
O: -0.89 1.16 0.51
C: -2.22 0.75 0.51
C: -3.24 1.47 -0.28
C: -4.62 0.99 -0.18
C: -5.03 -0.17 0.69
C: -3.99 -0.88 1.45
C: -2.60 -0.38 1.35
C: 2.24 0.03 -1.51
C: 1.91 0.55 -3.01
C: 2.95 1.60 -3.55
O: 2.90 2.80 -3.42
O: 1.84 -1.36 -1.54
C: 2.37 -2.20 -0.53
P: 0.91 -3.31 0.07
O: 0.27 -2.63 1.49
Cl: -0.51 -3.22 -1.50
P: 3.68 -3.45 -1.15
O: 3.81 -3.48 -2.63
O: 5.12 -2.98 -0.40
O: 3.30 -4.93 -0.45
B: 3.86 0.26 -1.42
N: 4.81 -0.58 -2.20
O: 4.44 1.24 -0.60
H: 0.73 4.81 1.27
H: 1.12 3.73 2.65
H: -0.26 3.33 1.45
H: 0.51 2.81 -2.35
H: 1.08 4.20 -1.38
H: -0.32 3.24 -0.80
H: 1.22 -0.32 1.18
H: 2.71 0.51 1.19
H: -0.56 0.79 -1.58
H: -0.30 -0.56 -0.43
H: -2.92 2.33 -0.91
H: -5.39 1.54 -0.75
H: -6.07 -0.54 0.80
H: -4.18 -1.74 2.13
H: -1.79 -0.88 1.94
H: 2.05 -0.36 -3.66
H: 0.85 0.86 -3.14
H: 3.81 1.20 -4.19
H: 2.77 -1.74 0.41
H: -0.70 -2.78 1.43
H: 4.89 -2.33 0.29
H: 3.94 -5.61 -0.79
H: 5.50 0.06 -2.62
H: 4.30 -0.94 -3.02
H: 5.16 1.71 -1.06
C: 5.79 -6.28 -3.96
Cl: 5.61 -6.88 -2.32
Cl: 4.22 -6.08 -4.73
H: 6.29 -5.31 -3.92
H: 6.39 -6.98 -4.54
C: 7.55 3.77 -1.10
Cl: 6.56 2.89 -2.28
Cl: 6.56 4.42 0.21
H: 8.28 3.08 -0.68
H: 8.05 4.59 -1.60
C: -2.32 0.29 5.34
Cl: -3.15 0.27 3.78
Cl: -2.96 1.55 6.41
H: -2.45 -0.68 5.82
H: -1.26 0.47 5.18
C: 1.64 -0.64 5.44
Cl: 0.76 -0.70 3.91
Cl: 1.02 0.64 6.50
H: 1.53 -1.60 5.94
H: 2.69 -0.45 5.24
C: -3.33 -1.37 -4.09
Cl: -3.23 -3.07 -3.66
Cl: -2.80 -0.34 -2.75
H: -2.70 -1.18 -4.95
H: -4.36 -1.13 -4.34
C: -1.59 -5.95 2.55
Cl: -1.18 -5.00 1.12
Cl: -2.08 -7.59 2.12
H: -0.71 -6.00 3.20
H: -2.40 -5.46 3.08
C: 7.11 7.99 0.43
Cl: 6.43 9.28 1.43
Cl: 8.85 7.84 0.67
H: 6.63 7.05 0.70
H: 6.91 8.21 -0.62
C: -7.96 2.78 1.03
Cl: -8.93 2.83 -0.45
Cl: -6.83 1.42 1.03
H: -7.38 3.71 1.11
H: -8.63 2.69 1.89
C: -5.43 6.22 1.33
Cl: -6.17 4.88 2.22
Cl: -4.65 5.66 -0.15
H: -6.21 6.94 1.07
H: -4.69 6.69 1.97
C: 0.34 -3.57 8.56
Cl: -0.54 -2.91 7.18
Cl: 2.02 -3.94 8.14
H: 0.33 -2.83 9.36
H: -0.15 -4.48 8.90
C: -3.27 2.01 -5.84
Cl: -2.22 2.68 -4.59
Cl: -2.43 0.78 -6.80
H: -4.14 1.56 -5.37
H: -3.59 2.81 -6.50
C: -12.34 2.55 -1.25
Cl: -13.23 2.60 -2.77
Cl: -12.95 3.76 -0.11
H: -12.44 1.57 -0.81
H: -11.29 2.76 -1.45
C: 3.95 -10.09 -2.41
Cl: 3.03 -10.11 -3.92
Cl: 5.11 -11.42 -2.35
H: 4.49 -9.15 -2.35
H: 3.26 -10.18 -1.58